1.
{
  "formula": "C42H39F5N12O6S2SbSeY",
  "method": "ωB97M-V/def2-TZVPD",
  "species": ["H", "H", "O", "C", "C", "H", "C", "H", "S", "H", "C", "N", "C", "C", "H", "C", "H", "C", "H", "O", "C", "C", "N", "C", "F", "H", "C", "N", "Se", "H", "H", "N", "H", "C", "H", "O", "H", "C", "H", "H", "H", "C", "Y", "H", "N", "O", "H", "C", "C", "H", "O", "C", "H", "H", "N", "N", "C", "C", "H", "N", "C", "H", "F", "C", "O", "C", "C", "C", "C", "H", "N", "C", "C", "F", "N", "C", "Sb", "C", "C", "C", "C", "H", "H", "C", "S", "H", "H", "H", "H", "H", "F", "C", "C", "C", "H", "H", "H", "C", "H", "C", "H", "C", "C", "N", "C", "H", "N", "H", "F"],
  "xyz": [[2.1107, -3.5776, -3.9020], [1.3960, 1.7123, 3.1367], [-0.6609, -2.3920, 0.1178], [-0.9775, -2.4890, 6.6666], [-1.0509, -4.4017, -1.2538], [1.3435, -1.5716, 5.6123], [-4.5284, -2.1251, 1.4479], [-4.1719, 3.8934, -0.8259], [1.2383, -2.7553, 9.9413], [6.3317, 2.1008, -6.0502], [-0.1691, -2.7948, 8.7750], [-2.7523, 0.8319, -3.2596], [5.1032, -4.2688, -0.8944], [-0.4609, -2.7923, -5.9583], [-2.7210, 1.8320, -3.4138], [1.3573, -2.9667, -4.3843], [-1.2824, -0.9601, -2.4161], [4.5666, 1.3152, -3.2612], [6.7886, -3.0093, -1.3275], [0.6789, -2.0873, 11.1033], [-1.6931, -2.1255, 4.2774], [0.7200, -1.0927, 3.6051], [-3.2948, 2.7233, 0.7238], [4.7054, 0.7018, -5.9688], [-4.5842, -4.7099, -0.9988], [0.0994, 0.1697, -4.4164], [3.5486, -2.1661, -1.8667], [1.3122, 1.5787, 2.1369], [-0.0275, 2.3761, -0.6651], [6.2035, 2.6454, -3.6365], [-3.7908, -0.2386, 1.6483], [2.6182, 1.5374, 1.5937], [-2.1674, 0.3480, -3.9271], [-4.9719, -0.7172, 3.3015], [0.7671, 2.3071, 1.6656], [1.5270, -4.1674, 10.1282], [-4.8029, 0.2554, 3.7430], [-0.7099, -2.0739, 5.2610], [-3.3474, 2.2798, 2.7814], [3.2290, -5.2616, -0.5262], [-3.3444, -3.3982, 8.8684], [3.7195, -4.3722, -0.9030], [-0.0184, -0.1951, 0.2305], [-1.9797, 3.3016, 2.2729], [-1.3542, -3.1284, 9.2894], [2.2618, -2.0048, 9.2430], [5.4197, -1.1501, -2.1712], [0.5200, -3.5460, -5.3316], [5.7093, -3.1066, -1.3533], [-2.1041, 0.9798, 2.0032], [2.1034, -0.4681, 0.6521], [3.6854, 0.3800, -3.8039], [-1.3602, -0.8474, -6.1268], [-3.6583, 1.9980, -1.4665], [-1.6837, -0.4796, -1.6127], [-0.2644, -1.0324, 2.7043], [-3.2610, -4.9331, -0.5782], [-5.7129, -2.9484, 3.1916], [3.0078, 2.4304, 1.3300], [-5.1854, -3.1448, 2.0052], [-2.7297, -6.2912, -0.4612], [-3.2074, 4.7740, 0.3506], [0.1447, -4.6363, -1.8258], [1.2132, -1.6308, -4.0255], [3.8556, 0.6993, -0.1143], [-0.6035, -1.4490, -5.6335], [-2.1487, -5.3934, -1.4654], [-2.8191, 1.5124, 0.2922], [0.5375, -1.5806, 4.8914], [-3.1251, -2.7638, 6.4711], [0.0603, -2.5010, 7.4997], [2.9485, -3.3202, -1.3807], [-1.4265, -1.5911, 3.0340], [-1.9312, -6.5862, 0.6671], [-3.1284, 1.2623, -1.0336], [-3.0405, 3.0807, 2.1059], [2.2973, -0.5619, -2.4914], [3.7594, 0.0827, -5.1615], [5.5892, 1.6222, -5.4223], [-2.7032, -3.7377, 0.1392], [5.5178, 1.9268, -4.0699], [0.6265, -4.5979, -5.5662], [-2.1595, -1.6170, 2.2433], [-2.2583, -2.7892, 7.1149], [-3.6772, -2.1442, -0.0159], [4.7539, 0.4603, -7.0244], [5.7077, -5.0842, -0.5147], [-3.6358, 3.9570, 2.3524], [-1.1168, -3.2511, -6.6876], [3.0782, -0.6414, -5.5942], [-2.5776, -3.9476, 1.5081], [0.2208, -0.8832, -4.6692], [-5.6433, -1.7416, 3.9076], [-1.3212, -3.3912, -0.4079], [1.6726, -0.6943, 3.2811], [1.8729, -3.4083, -1.3363], [-6.0685, -1.6358, 4.8929], [-2.4320, 0.4844, -1.9568], [-6.2417, -3.7930, 3.6229], [-3.2610, 3.8502, -0.2195], [-2.3549, 3.7765, -0.8344], [4.9347, -2.0589, -1.8342], [-2.3774, -3.1268, 8.4529], [-2.2938, 0.6113, 1.0783], [2.8919, 0.5469, 0.6395], [-2.6596, -2.5774, 4.4584], [-4.4403, -0.9248, 2.0931], [4.5083, 1.5587, -2.2058], [-2.2996, -5.6798, -2.8296]],
  "mulliken_charge": [0.452, 0.292, -0.468, 0.571, -0.506, 0.692, 0.642, 0.325, 1.196, 0.339, 0.034, -0.621, -0.566, -0.598, 0.242, -0.497, -0.627, -0.649, 0.369, -0.695, -0.225, -1.088, 0.217, -0.660, -0.428, 0.881, 0.266, -0.320, -0.905, 0.394, -0.129, -0.250, 0.166, 0.046, 0.078, -0.696, 0.325, 0.679, 0.242, 0.472, 0.398, -0.628, 0.495, 0.316, -0.505, -0.672, 0.383, -0.528, -0.591, 0.114, -0.167, 0.431, 0.391, 0.315, 0.727, 0.382, 0.199, -0.242, 0.271, -0.399, -1.669, 0.390, -0.274, 0.387, -0.694, -0.551, 1.186, -0.359, -0.922, 0.417, -0.319, -0.479, -0.950, -0.243, 0.298, -1.057, 0.550, -0.353, -0.425, 2.285, -0.595, 0.365, 0.588, -0.572, -0.367, 0.370, 0.347, 0.420, 0.350, 0.354, -0.291, -0.828, -0.767, -0.898, 0.554, 0.724, 0.475, 0.365, 0.419, -1.183, 0.294, -0.566, -0.329, 0.645, 0.403, 0.439, 0.315, 0.427, -0.363],
  "multiplicity": 1,
  "lumo_energy_ha": 0.070,
  "charge": -2,
  "homo_ev": -2.303,
  "e_tot_ev": -182539.877,
  "homo_lumo_gap_ev": 4.21,
  "e_above_lowest_ev": 5.681
}

***

2.
{
  "formula": "C5H7ClS",
  "method": "ωB97M-V/def2-TZVPD",
  "species": ["H", "C", "H", "S", "H", "H", "H", "Cl", "C", "C", "C", "C", "H", "H"],
  "xyz": [[-1.4934, -1.2424, -1.4751], [-0.7954, -0.3987, -1.3283], [0.3660, 1.7786, 0.4053], [-1.4462, 0.9896, -2.1608], [-0.4333, 1.8012, -2.0443], [0.1337, -0.8280, -1.7864], [-0.6959, -0.5306, 2.1854], [2.3383, -1.2144, 1.3097], [0.6707, 0.7690, 0.5159], [1.8865, 0.4198, 0.8933], [-0.9995, -0.8821, 1.1837], [-0.3975, -0.2518, 0.1656], [2.6596, 1.1680, 1.1267], [-1.7934, -1.5782, 1.0092]],
  "mulliken_charge": [0.352, -0.713, 0.437, -0.185, 0.104, 0.298, 0.277, -0.151, -0.438, -0.279, -0.839, 0.463, 0.360, 0.314],
  "multiplicity": 1,
  "lumo_energy_ha": 0.030,
  "charge": 0,
  "homo_ev": -9.235,
  "smiles": "C=C(/C=C\\Cl)CS",
  "e_tot_ev": -28654.542,
  "homo_lumo_gap_ev": 10.05,
  "e_above_lowest_ev": 1.051
}

***

3.
{
  "formula": "C28H47F9N2O26S6",
  "method": "ωB97M-V/def2-TZVPD",
  "species": ["H", "C", "H", "H", "C", "O", "F", "O", "H", "O", "C", "O", "H", "C", "S", "C", "C", "C", "C", "H", "C", "H", "O", "N", "H", "H", "H", "F", "H", "O", "H", "O", "S", "C", "O", "N", "O", "F", "O", "F", "O", "H", "O", "H", "O", "C", "C", "H", "H", "H", "H", "H", "H", "F", "C", "H", "C", "H", "H", "O", "S", "O", "C", "O", "O", "C", "H", "C", "O", "H", "O", "F", "O", "H", "C", "O", "F", "H", "O", "S", "H", "C", "F", "O", "H", "C", "C", "H", "O", "H", "H", "C", "H", "C", "H", "S", "O", "H", "H", "H", "O", "C", "C", "H", "F", "C", "H", "H", "H", "H", "C", "H", "C", "H", "H", "H", "S", "H"],
  "xyz": [[-0.1221, 0.3223, 3.1967], [0.6117, 0.7181, 2.4933], [-0.1890, 2.3263, -1.5085], [-6.7895, -0.1879, 4.4110], [4.6839, 2.4633, -0.5198], [-1.7739, -0.9265, 1.8019], [-2.3726, 4.8235, 2.1628], [4.8666, 1.1218, -5.2837], [4.9951, 3.2422, 3.5980], [2.6488, -7.1821, -4.7446], [-0.7451, -0.6153, 0.8669], [-0.4818, -3.2135, -1.0775], [-4.3446, 1.4573, 3.5695], [-4.8369, 0.5133, 3.7866], [4.5718, 2.5354, -5.9658], [-7.4963, -2.2985, -4.1684], [-7.0157, -0.9825, -3.5932], [-3.5572, -4.2197, 0.1732], [-1.8515, 4.0130, 4.3323], [-1.1814, 2.1995, -2.9789], [-1.0983, 2.7563, 3.7630], [1.1026, 3.6367, -3.1099], [3.2123, 2.8795, -5.7386], [1.1453, 1.9818, 3.0168], [-4.0062, -5.1992, -0.0030], [0.7933, -7.4583, -3.8411], [-2.5382, -0.3579, 1.6650], [0.8211, 4.0127, 3.9265], [5.1545, 1.7862, 1.5054], [1.9410, -0.5420, -3.6726], [3.0103, 0.7215, 1.2285], [4.8700, -6.2669, -4.1953], [-1.3456, -4.3342, -0.9489], [-0.0526, 0.7278, 1.1072], [-2.8533, -3.8262, -1.0176], [1.9840, -1.0032, 5.6499], [0.0577, 0.5768, -2.5707], [-3.1165, 3.5586, 4.5682], [-5.4043, 0.8473, 0.5985], [-3.0573, 5.9510, 3.8511], [-6.4872, -1.2779, 1.2688], [1.3978, -0.0354, 2.4731], [-6.8865, -3.5009, -1.2119], [3.0062, -0.8235, 3.8536], [5.6328, 3.4184, -5.6475], [2.5227, 2.3263, 2.6661], [3.7521, 3.6339, 5.2557], [-6.1495, -0.6004, -4.1371], [2.7351, 3.3939, 2.6923], [0.7704, 2.4817, -4.4189], [5.3679, -0.7736, -5.9726], [3.7144, -0.2265, -6.3261], [2.3272, 2.2115, 0.5518], [0.0842, 3.7225, 1.9075], [-0.2065, 1.9897, -2.5485], [-7.7947, -0.2251, -3.5742], [-2.4895, -4.2771, 1.2450], [0.8572, -5.1162, -4.4970], [-4.3747, 0.0563, 4.6572], [-1.3382, -4.8212, 0.5722], [1.6412, 0.3275, -2.5946], [-4.6844, -2.8402, -2.1414], [0.9327, 2.5896, -3.3454], [2.7738, 1.0246, 4.7910], [2.8465, -4.9021, -4.0069], [3.0155, 1.8080, 1.3002], [5.5427, 3.1243, -0.6701], [3.0126, -0.3602, 4.8502], [2.0810, 0.0705, -1.2695], [-6.5967, 1.5780, 4.4942], [-6.8228, 0.7741, 2.5924], [-0.8728, 1.9728, 4.8379], [-1.1977, -5.4772, -1.7851], [6.3222, 0.7889, -7.5902], [4.7607, 0.0786, -6.2631], [4.7090, 2.0646, -7.4897], [-1.3704, 4.3902, 5.5134], [5.1918, 2.1416, 4.9765], [-4.6918, -0.3422, 2.6373], [3.6684, -5.9552, -4.8828], [2.3941, -1.3514, 6.5034], [1.7221, -6.9205, -3.6774], [-1.9542, 2.1286, 2.9381], [2.0780, 1.8112, -2.9855], [4.0907, 0.9295, 3.2608], [3.2420, 4.5026, 5.9059], [4.4068, 2.3898, 0.9840], [4.8632, 0.2201, -8.4335], [-6.6065, -1.3016, -2.2586], [1.1876, -5.0301, -2.7547], [3.8608, 2.8933, -1.0865], [-6.3325, 0.6832, 3.9376], [2.1746, -7.2531, -2.7411], [3.4815, 1.6897, 3.7642], [-7.4786, -2.3154, -5.2544], [-5.8748, -0.0433, 1.5981], [-6.5825, -3.2690, -3.6424], [0.6974, 0.7960, 0.3178], [-1.1587, -0.6192, -0.1450], [-0.7567, 1.5440, 0.9433], [3.6788, -5.5362, -6.2384], [4.4657, 2.6975, 4.3785], [5.2331, 0.7286, -7.5477], [4.9854, 1.4811, -0.8836], [-0.9717, 6.0233, 3.3539], [0.2794, 3.0576, 3.1139], [4.4936, 3.4015, 1.3930], [-4.3385, -3.5009, 0.4020], [-8.5000, -2.5458, -3.8163], [1.2553, -0.3300, 5.8490], [1.5405, -5.4205, -3.7024], [2.6181, 5.2640, 6.3095], [-2.0228, 5.2272, 3.3790], [-2.7684, -4.9109, 2.0822], [3.9982, -0.5793, 5.2864], [-2.2337, -3.2793, 1.6092], [-6.1038, -2.8199, -2.1795], [-0.0062, -1.4135, 0.9397]],
  "mulliken_charge": [0.409, -1.917, -0.043, 0.298, -1.285, -0.375, -0.209, -0.231, 0.258, -0.333, -1.743, -0.344, 0.091, -0.177, 1.050, -0.423, -0.369, -0.159, 0.360, 0.402, 0.474, 0.420, -0.498, 0.973, 0.293, 0.292, 0.113, -0.383, 0.330, -0.514, 0.431, -0.545, 0.978, 2.382, -0.120, -0.673, -0.235, -0.288, -0.610, -0.289, -0.537, 0.505, -0.614, 0.230, -0.556, -0.800, -0.470, 0.291, 1.029, 0.255, 0.350, 0.239, 0.082, -0.430, -0.020, 0.308, 0.038, 0.231, 0.398, -0.410, 0.938, -0.470, -0.473, -0.467, -0.248, -0.207, 0.499, -0.257, -0.480, 0.327, -0.360, -0.298, -0.640, 0.297, -0.309, -0.315, -0.243, 0.461, -0.269, 1.083, 0.299, -0.344, -0.202, -0.270, 0.978, -0.190, -0.558, 0.301, -0.219, 0.003, 0.169, -0.450, 0.353, -0.658, 0.313, 1.257, -0.340, -1.266, 0.543, 0.273, -0.557, -0.921, -0.341, 0.281, -0.215, 0.776, 0.381, 0.120, 0.301, 0.238, 0.045, 0.457, 0.593, 0.356, 0.360, -0.065, 1.237, 0.483],
  "multiplicity": 1,
  "lumo_energy_ha": 0.010,
  "charge": 0,
  "homo_ev": -9.232,
  "smiles": "C#CC[C@@H](OCN)[C@@H](CCC)N(CCCO)C(F)(F)C(F)(F)C(F)(F)C(F)(F)F.O=S1(=O)OCCO1.O=S1(=O)OCCO1.O=S1(=O)OCCO1.O=S1(=O)OCCO1.O=S1(=O)OCCO1.O=S1(=O)OCCO1",
  "e_tot_ev": -175474.987,
  "homo_lumo_gap_ev": 9.50
}